Formula: H12O6
Source: the OMol25 dataset
Level of theory: ωB97M-V/def2-TZVPD

Structure (XYZ):
```
18
Properties=species:S:1:pos:R:3:forces:R:3
O 1.8724 1.0003 0.6443 0.6 1.6 0.1
H 2.1704 0.1203 0.7703 0.6 -1.3 0.2
H 0.9344 0.8783 0.5523 -0.8 -0.3 -0.2
O -1.9856 1.2013 2.3403 1.6 0.3 -0.8
H -2.5466 1.0063 3.0763 -0.3 -0.2 0.8
H -1.0486 1.2193 2.6433 -1.2 -0.1 0.1
O 0.5814 0.8373 -2.4847 2.3 1.3 3.6
H 0.0004 0.8903 -3.1747 -2.3 0.3 -3.0
H 0.7114 1.7653 -2.1447 0.0 -1.4 -0.7
O -1.5996 -2.6877 0.8413 -0.2 -0.6 0.5
H -1.8966 -1.7807 0.8433 0.1 0.4 -0.3
H -1.2706 -2.8837 -0.0347 0.1 0.2 -0.2
O 2.1034 -1.3607 -1.1997 1.1 -1.8 0.3
H 2.9524 -0.9187 -1.1077 -0.4 0.4 -0.2
H 1.4024 -0.7447 -1.2907 -0.6 1.3 -0.2
O -0.6526 0.1403 0.0003 0.0 -0.8 1.0
H -0.5956 0.5713 -0.8297 0.2 0.4 -1.7
H -1.1326 0.7463 0.5553 -0.8 0.2 0.6
```
Forces are in eV/Å.

Properties
F_max in Eh/bohr: 0.0866
Energy above the lowest of the compared OMol25 structures with the same formula, charge and spin in eV: 1.477
Charge: 0
SMILES: O.O.O.O.O.O
LUMO level in eV: 0.188
Calculated total energy in Eh: -458.618191
HOMO level in eV: -10.86